(1)
{"formula": "C9H17F3O9S", "method": "the ωB97M-V functional and the def2-TZVPD basis", "total_charge": 0, "energy_ha": -1727.962674, "multiplicity": 1, "elements": ["C", "C", "O", "C", "O", "O", "S", "O", "O", "C", "C", "O", "C", "F", "F", "F", "H", "H", "H", "H", "H", "H", "H", "H", "H", "H", "H", "C", "O", "C", "O", "O", "C", "H", "H", "H", "H", "H", "H"], "coordinates": [[-2.06298, -0.02579, -3.54334], [-0.91297, -0.58840, -2.69925], [-0.29753, -1.67689, -3.37434], [0.07966, 0.53040, -2.44246], [1.39215, 0.22051, -1.94957], [1.43733, -1.02638, -1.25205], [1.28799, -0.66490, 0.36801], [0.00276, -0.02311, 0.52217], [1.17608, -2.21293, 0.78157], [0.30738, -3.08840, 0.04417], [0.07508, -4.34883, 0.87795], [0.77544, -5.47469, 0.41047], [-1.41574, -4.66983, 0.88502], [-1.67621, -5.86870, 1.38788], [-2.09524, -3.76264, 1.59508], [-1.90976, -4.64731, -0.37456], [-1.68049, 0.61486, -4.33890], [-2.54947, -0.86378, -4.03944], [-2.78803, 0.51992, -2.94285], [-1.35180, -0.89520, -1.74677], [-0.63256, -2.49263, -2.99644], [0.27090, 1.07859, -3.36541], [-0.38767, 1.22070, -1.73610], [-0.63633, -2.57505, -0.13561], [0.76846, -3.34695, -0.90750], [0.39108, -4.15925, 1.90349], [0.97464, -5.37687, -0.52555], [-0.09241, 2.39682, 2.30545], [0.98220, 3.18589, 2.83954], [0.95988, 4.46284, 2.47107], [0.14047, 4.97999, 1.75574], [2.00311, 5.08031, 3.02847], [2.10037, 6.47169, 2.71095], [0.05848, 1.39423, 2.68771], [-1.04915, 2.78745, 2.64863], [-0.06066, 2.39550, 1.22041], [1.21899, 7.00676, 3.05916], [2.21185, 6.61295, 1.63763], [2.98469, 6.82908, 3.22956]], "mulliken_charge": [-1.441, 0.881, -0.581, -0.694, -0.450, -0.073, 0.664, -0.491, -0.314, -0.282, 0.040, -0.562, 0.717, -0.263, -0.247, -0.273, 0.347, 0.370, 0.375, 0.058, 0.358, 0.404, 0.275, 0.231, 0.230, 0.358, 0.360, -0.507, -0.311, 0.771, -0.544, -0.324, -0.629, 0.173, 0.335, 0.239, 0.294, 0.292, 0.214]}


(2)
{"formula": "C9H17IInO5", "method": "the ωB97M-V functional and the def2-TZVPD basis", "total_charge": -1, "energy_ha": -1217.088461, "multiplicity": 1, "elements": ["O", "C", "O", "C", "C", "C", "C", "In", "I", "H", "H", "H", "H", "H", "H", "H", "H", "H", "H", "H", "C", "C", "C", "O", "C", "O", "O", "H", "H", "H", "H", "H", "H"], "coordinates": [[0.22444, -1.69348, 0.40388], [-1.01789, -1.39231, -0.05270], [-1.98715, -0.57783, 0.72806], [-1.55208, 0.82454, 0.82389], [-1.65652, 1.67283, -0.57588], [-3.19018, 2.25785, -0.88417], [-4.19933, 1.01613, -1.24193], [-5.35312, 0.17149, 0.51318], [-4.90769, 1.46033, 2.97267], [-1.25305, -1.78110, -1.15272], [-0.40748, 0.79977, 1.15417], [-2.11089, 1.43669, 1.65033], [-1.27887, 1.04631, -1.51898], [-0.97009, 2.64097, -0.45703], [-3.07095, 2.89669, -1.88477], [-3.57663, 2.99300, -0.05979], [-3.50817, 0.13647, -1.65813], [-4.93026, 1.31461, -2.12916], [-7.11830, 0.35988, 0.11581], [-5.09792, -1.63591, 0.65478], [3.55502, -2.27430, 1.03897], [4.47922, -1.12007, 0.69393], [3.88361, -0.12602, -0.25611], [5.02967, 0.43601, -0.86786], [5.99453, -0.53079, -0.83158], [7.04993, -0.47716, -1.44262], [5.62061, -1.56921, -0.02103], [3.61194, -2.48407, 2.11279], [2.50830, -2.03907, 0.82225], [3.83050, -3.19497, 0.51466], [4.83303, -0.63163, 1.61011], [3.30342, 0.64429, 0.26089], [3.26234, -0.57998, -1.03591]], "mulliken_charge": [-0.533, 0.163, -0.219, -0.273, -0.431, -0.427, -0.824, 0.571, -0.507, 0.330, 0.199, 0.120, 0.210, 0.277, 0.245, 0.257, 0.136, 0.307, -0.336, -0.316, -1.024, 0.521, -0.421, -0.327, 0.601, -0.568, -0.364, 0.296, 0.189, 0.335, 0.234, 0.288, 0.288]}


(3)
{"formula": "C9H17InNOP", "method": "the ωB97M-V functional and the def2-TZVPD basis", "total_charge": 0, "de_lowest_kj_mol": 148.81, "multiplicity": 1, "elements": ["C", "C", "C", "C", "C", "In", "P", "H", "H", "H", "H", "H", "H", "H", "H", "C", "N", "C", "C", "C", "O", "H", "H", "H", "H", "H", "H", "H", "H", "H"], "coordinates": [[1.40504, -0.76121, -1.43492], [1.80411, -2.12764, -0.86614], [0.69695, -2.79023, -0.39237], [-0.48360, -2.21880, -0.94243], [-0.15481, -0.94689, -1.66108], [0.41074, -0.67481, 0.65825], [0.94984, 2.01717, -0.22866], [2.09154, -0.01199, -1.84891], [2.72808, -2.55151, -0.77600], [0.67739, -3.70498, 0.23704], [-0.88215, -0.16911, -2.39442], [-1.42814, -2.77016, -0.93569], [-0.05951, 2.70558, -1.02397], [2.17797, 2.59960, -0.76896], [0.88879, 2.76395, 1.02212], [-3.77468, 1.73928, 3.64142], [-2.64122, 0.79301, 3.27645], [-2.13610, -0.04584, 4.37230], [-2.00793, 0.57605, 2.16254], [-2.39559, 1.41217, 0.97737], [-1.13628, -0.37698, 2.15029], [-4.06964, 1.53722, 4.68914], [-4.57710, 1.51567, 2.88757], [-3.39115, 2.78178, 3.46030], [-2.16574, -1.13034, 4.13733], [-1.06363, 0.13113, 4.61446], [-2.70490, 0.10262, 5.30727], [-2.30896, 2.47946, 1.14194], [-1.76467, 1.18841, 0.17242], [-3.39555, 1.21137, 0.59687]], "mulliken_charge": [-0.730, -0.249, -0.620, -0.405, -0.317, -0.024, -0.159, 0.505, 0.446, 0.416, 0.219, 0.406, 0.056, 0.085, 0.078, -0.761, 0.150, -0.793, 0.945, -1.024, -0.553, 0.274, 0.288, 0.282, 0.261, 0.270, 0.291, 0.321, -0.007, 0.350]}


(4)
{"formula": "C9H17N3O", "method": "the ωB97M-V functional and the def2-TZVPD basis", "total_charge": 0, "de_lowest_kj_mol": 457.25, "multiplicity": 1, "elements": ["C", "C", "C", "C", "N", "N", "H", "H", "H", "H", "H", "H", "C", "C", "C", "C", "C", "O", "N", "H", "H", "H", "H", "H", "H", "H", "H", "H", "H", "H"], "coordinates": [[3.47825, 1.86351, -0.00278], [3.22851, -0.51751, 0.91057], [3.13311, 0.45927, -0.16056], [3.39959, -1.35997, -1.21220], [3.42529, -1.68908, 0.15685], [3.07233, -0.05248, -1.40747], [3.10160, -0.48748, 1.96592], [3.82065, -2.66635, 0.65760], [2.82073, 2.52942, -0.66550], [4.53833, 2.00373, -0.48353], [3.68623, -1.99377, -1.95629], [3.24081, 2.17872, 1.03317], [-2.08680, 0.58582, -1.23713], [-0.72313, 1.29326, -0.68884], [-3.97896, 1.43081, 0.07659], [-2.05471, -1.82273, 0.96874], [-2.98793, -0.66348, 0.88951], [-3.69866, -0.49435, 1.86086], [-3.12699, 0.29513, -0.13105], [-2.38960, 1.15974, -2.18387], [-1.83245, -0.42700, -1.74295], [-0.80086, 2.52773, -0.55711], [-0.23951, 1.42141, -1.68066], [-3.30921, 2.40725, 0.19724], [-2.04703, -2.42437, -0.02425], [-0.27827, 1.15157, 0.22285], [-4.50793, 1.44823, -1.07194], [-4.85611, 1.50483, 0.99604], [-1.01439, -1.30926, 1.14647], [-2.38575, -2.55852, 1.66818]], "mulliken_charge": [-0.973, -0.613, 0.660, -0.382, -0.182, -0.556, 0.424, 0.310, 0.254, 0.242, 0.510, 0.307, -0.742, -1.026, -0.751, -0.883, 0.681, -0.622, 0.115, 0.382, 0.287, 0.283, 0.347, 0.224, 0.267, 0.474, 0.252, 0.248, 0.124, 0.340]}


(5)
{"formula": "C9H17N4O", "method": "the ωB97M-V functional and the def2-TZVPD basis", "total_charge": 1, "de_lowest_kj_mol": 137.32, "multiplicity": 1, "elements": ["C", "C", "C", "C", "C", "C", "C", "C", "C", "N", "N", "N", "N", "O", "H", "H", "H", "H", "H", "H", "H", "H", "H", "H", "H", "H", "H", "H", "H", "H", "H"], "coordinates": [[-1.99363, -2.71475, -0.03389], [-0.75900, -2.29431, -0.43695], [-2.89724, -1.78964, 0.43072], [-0.43936, -0.95575, -0.40393], [-1.44490, -0.01076, 0.00779], [-2.19103, 3.48080, 0.43956], [1.54862, -1.39599, -1.97470], [-2.43044, 2.02161, 0.52006], [0.95669, -0.62211, -0.83950], [-2.55343, -0.50895, 0.50601], [2.64957, -1.58653, 1.38993], [1.64882, 0.39654, -0.41015], [1.53837, 1.23230, 0.69704], [-1.33304, 1.30432, -0.10324], [-2.12381, -3.77565, 0.11339], [0.14532, -2.94275, -0.51010], [-3.75927, -2.06790, 0.84942], [-3.09317, 4.14653, 0.62840], [-1.47228, 3.79444, 1.19255], [-1.81695, 3.94212, -0.50939], [2.48208, -2.08231, -1.56273], [0.75706, -1.93555, -2.45774], [1.83963, -0.73748, -2.82658], [-3.28518, 1.69384, -0.02954], [-2.40171, 1.83047, 1.55958], [2.75745, -2.25670, 2.15241], [3.00327, -2.12032, 0.52659], [2.36646, 0.67956, -1.00522], [3.31267, -0.86148, 1.59854], [1.11709, 0.75948, 1.60882], [1.03324, 2.15613, 0.47640]], "mulliken_charge": [-0.679, -0.537, -0.466, 0.847, 0.405, -1.269, -1.373, -0.126, 0.552, -0.506, -0.659, 0.229, -0.828, -0.308, 0.370, 0.390, 0.540, 0.358, 0.331, 0.305, 0.183, 0.503, 0.455, 0.348, 0.304, 0.258, 0.204, 0.285, 0.255, 0.331, 0.299]}


(6)
{"formula": "C9H17NO2P", "method": "the ωB97M-V functional and the def2-TZVPD basis", "total_charge": 1, "de_lowest_kj_mol": 12.87, "multiplicity": 1, "elements": ["C", "C", "C", "C", "C", "C", "C", "C", "C", "N", "O", "O", "P", "H", "H", "H", "H", "H", "H", "H", "H", "H", "H", "H", "H", "H", "H", "H", "H", "H"], "coordinates": [[-0.21911, -0.13250, -0.44806], [0.61319, 1.15780, -0.78137], [-1.10636, -1.67240, 0.81473], [-1.52267, -2.34637, 2.05845], [-1.84976, -0.64264, -2.30768], [0.37791, -1.81919, -2.22931], [2.95499, 2.02831, 0.69274], [0.49345, 2.39697, 2.24446], [-0.73302, -1.16773, -1.40502], [-1.27717, -2.11451, -0.41413], [-0.50546, -0.52890, 0.84880], [0.91568, 3.63018, -0.03902], [1.14263, 2.16904, 0.54310], [-1.14282, -3.36645, 2.09537], [-1.14988, -1.79019, 2.91588], [-2.60983, -2.39649, 2.11566], [-2.26857, -1.44957, -2.90303], [-1.43820, 0.11055, -2.97261], [-2.64162, -0.18547, -1.71912], [-0.02970, -2.59068, -2.88274], [1.13596, -2.26014, -1.58315], [0.84867, -1.04873, -2.83723], [3.23599, 1.19477, 1.32874], [3.34412, 2.96116, 1.09771], [3.36169, 1.86903, -0.30497], [0.93530, 3.30605, 2.65147], [0.75304, 1.54288, 2.86502], [-0.58896, 2.50809, 2.19812], [-1.72972, -2.97816, -0.66676], [0.70025, 3.61529, -0.97604]], "mulliken_charge": [0.022, -1.204, 0.682, -1.236, -1.532, -1.543, -1.195, -1.124, 1.490, -0.056, -0.290, -0.536, 1.403, 0.375, 0.303, 0.345, 0.418, 0.377, 0.386, 0.419, 0.393, 0.371, 0.364, 0.369, 0.354, 0.394, 0.329, 0.340, 0.242, 0.338]}


(7)
{"formula": "C9H17NO2Si", "method": "the ωB97M-V functional and the def2-TZVPD basis", "s2": 2.007, "total_charge": 0, "energy_ha": -847.608702, "multiplicity": 3, "elements": ["C", "C", "C", "C", "C", "C", "C", "C", "C", "N", "O", "O", "Si", "H", "H", "H", "H", "H", "H", "H", "H", "H", "H", "H", "H", "H", "H", "H", "H", "H"], "coordinates": [[-1.78742, 0.83045, 0.10591], [-2.06001, -1.71597, 0.32699], [-1.55360, -2.32202, -0.89200], [-1.09783, -0.45869, 0.56120], [-0.04434, -0.62087, -0.45786], [-2.70185, 1.48805, 0.92998], [2.32266, -0.59583, 1.32390], [1.33016, 2.18540, -0.04389], [2.89712, -0.00246, -1.52046], [-1.43805, 1.15020, -1.03973], [-0.13167, -1.95134, -0.90956], [-0.53835, 0.37191, -1.58594], [1.58171, 0.25884, -0.15902], [-3.14058, -1.41593, 0.23458], [-1.86967, -2.38861, 1.16858], [-1.47329, -3.43376, -0.95582], [-1.95650, -1.82362, -1.80829], [-0.56833, -0.49426, 1.54995], [-3.68559, 0.90658, 1.05175], [-3.03294, 2.41803, 0.59939], [-2.21843, 1.70554, 1.90705], [1.55665, -0.78379, 2.09913], [2.98441, -1.43324, 0.98774], [2.94740, 0.20369, 1.67164], [2.08825, 2.57299, 0.64098], [1.52724, 2.59020, -0.98241], [0.46238, 2.49838, 0.52596], [2.61553, 0.13718, -2.56668], [3.47438, 0.94870, -1.40865], [3.51054, -0.82576, -1.35442]], "mulliken_charge": [0.354, -0.745, -0.547, 0.477, 0.609, -1.572, -1.061, -1.223, -1.191, -0.548, -0.524, -0.278, 0.467, 0.304, 0.311, 0.332, 0.262, 0.557, 0.258, 0.456, 0.285, 0.308, 0.282, 0.316, 0.392, 0.353, 0.331, 0.364, 0.293, 0.379]}